# 1
This record from the OMol25 dataset describes C27H37FNO11Pb as an isolated structure in a non-equilibrium geometry. The level of theory is ωB97M-V/def2-TZVPD.

Geometry as XYZ:
```
78
Properties=species:S:1:pos:R:3:forces:R:3
Pb -1.109 -3.434 1.765 -0.0948 1.3796 -1.9411
F -0.546 -0.893 0.617 -0.1018 -1.2095 0.3284
C 2.116 -4.098 0.853 2.6113 0.2406 0.9474
O 0.847 -4.255 0.399 -2.7855 0.0200 -2.6732
C 0.867 -4.239 -1.092 -2.6518 -0.6659 0.3349
C -0.636 -4.047 -1.609 1.7328 -0.0747 1.1714
N -1.461 -3.217 -0.724 0.0169 -0.8802 1.2450
C -2.849 -3.167 -1.208 -0.1433 0.7017 1.0580
C -3.755 -2.414 -0.217 -0.8317 0.8134 -1.7991
O -3.429 -2.579 1.124 0.9104 -0.5340 1.3638
C -4.199 -1.813 2.069 0.1539 1.3248 0.9260
H 2.694 -5.015 0.740 0.1102 -0.1053 -0.1169
H 2.089 -3.862 1.917 0.1677 0.2541 -0.0467
H 2.550 -3.293 0.260 0.5821 0.0863 0.6451
H 1.165 -5.228 -1.441 0.1971 -0.0494 0.2036
H 1.553 -3.524 -1.545 -0.0548 0.4457 0.7101
H -1.139 -5.015 -1.593 0.2104 -0.0303 -0.5611
H -0.532 -3.598 -2.596 -0.3993 -0.2020 -0.1927
H -1.101 -2.283 -0.592 0.2310 0.7509 -0.4174
H -3.229 -4.174 -1.382 0.2577 0.0389 -0.2336
H -2.830 -2.519 -2.084 -0.3265 -0.5163 -0.4558
H -4.802 -2.676 -0.374 -0.0596 -0.4911 -0.0407
H -3.738 -1.372 -0.538 0.3952 0.4134 0.5930
H -3.604 -1.048 2.567 0.8024 -0.1600 -0.1767
H -4.585 -2.413 2.893 -0.2977 -0.4479 -0.5850
H -4.936 -1.141 1.630 -0.3629 -0.7710 -0.5028
C -3.645 4.389 0.586 1.2730 -1.2600 -1.9235
C -3.430 3.119 1.105 -0.0668 -0.8692 0.5098
C -2.682 2.146 0.462 0.1282 1.4640 -0.1457
C -2.022 2.483 -0.705 0.4404 -1.2027 -0.0858
C -2.120 3.703 -1.307 -1.8166 2.5737 1.3657
C -2.959 4.694 -0.631 -0.7621 0.0421 0.2724
O -3.253 5.945 -1.172 1.0443 -1.0469 -0.8470
O -2.637 0.908 1.018 -0.3469 -0.4870 0.4413
H -4.460 5.002 0.943 0.3479 0.3747 0.2553
H -3.810 2.733 2.039 -0.6023 0.5171 0.2363
H -1.414 1.733 -1.187 0.0198 -0.1755 -0.1675
H -1.630 3.840 -2.260 -0.0831 0.5260 0.0585
H -3.625 6.552 -0.528 -0.0015 -0.2971 0.2745
H -1.821 0.451 0.800 0.4925 -0.3418 -0.1667
C 2.383 0.252 -3.522 -0.7264 -0.1238 0.1057
C 1.349 0.064 -2.616 0.7012 -0.7209 -0.3250
C 0.088 -0.302 -3.051 -0.4105 0.9011 -1.4660
C -0.203 -0.319 -4.464 1.0906 -0.2959 1.5912
C 0.825 -0.007 -5.351 -1.6188 -1.1671 0.4562
C 2.084 0.200 -4.871 2.5984 1.9634 -0.2059
O 2.973 0.670 -5.813 -0.4800 -0.2685 -1.3029
O -0.929 -0.430 -2.145 -0.8224 -0.7325 -0.4428
H 3.343 0.517 -3.106 0.2298 0.0329 -0.4146
H 1.669 0.138 -1.588 -0.6146 -0.0802 0.3015
H -1.144 -0.654 -4.876 -0.2889 0.2715 0.3375
H 0.606 -0.025 -6.409 0.2705 0.1705 -0.0657
H 3.916 0.797 -5.683 -0.2095 -0.3660 1.0255
H -0.586 -0.444 -1.248 0.2851 0.1303 0.5812
C 5.042 0.963 1.641 -0.3057 -0.8885 -0.3090
C 4.205 -0.136 1.573 0.5338 0.7514 0.6603
C 2.901 0.046 1.139 -1.7462 -0.8062 -0.0754
C 2.371 1.276 0.657 2.3478 -1.7816 -0.2227
C 3.322 2.279 0.623 -1.8252 0.9526 0.1502
C 4.570 2.138 1.146 0.5187 -0.1223 0.1680
O 5.396 3.188 1.245 0.6518 1.6118 0.2508
O 2.080 -1.061 1.310 0.7905 -0.3094 0.0556
H 6.018 0.933 2.103 0.0608 -0.0989 -0.1120
H 4.636 -1.007 2.044 -0.7813 -0.5995 -0.2454
H 1.462 1.363 0.080 -0.3845 -0.0112 0.5996
H 2.959 3.269 0.390 0.2884 0.2481 -0.5373
H 4.879 3.852 1.706 0.3662 0.6495 -0.0953
H 1.172 -0.922 1.033 -0.7139 0.5481 -0.4118
C 1.583 1.878 3.775 1.8491 2.4699 -0.5889
C 0.341 1.696 2.947 0.8746 -0.3280 0.1519
O -0.602 1.512 3.990 -3.0817 -0.7919 -2.8934
C -0.089 1.373 5.162 -1.2171 1.2339 4.4807
O -0.717 1.200 6.212 1.5678 -0.2866 -2.7704
O 1.177 1.752 5.103 1.3810 -1.6360 1.4714
H 1.964 2.900 3.790 -0.0989 0.3163 -0.6849
H 2.459 1.325 3.435 -0.2807 -0.8406 0.5822
H 0.481 0.805 2.335 -0.7122 -0.0921 0.0606
H 0.122 2.547 2.302 -0.4238 -0.0529 0.2779
```
Forces are in eV/Å.

Results
**Total energy**: -60567.7728 eV
**LUMO level**: -5.17 eV
**Charge**: +1
**F_max**: 0.093 Eh/bohr
**Kohn-Sham gap**: 0.168 hartree

=====

# 2
This record from the OMol25 dataset describes C27H37N5ORu as an isolated structure in a non-equilibrium geometry. The level of theory is ωB97M-V/def2-TZVPD.

Geometry as XYZ:
```
71
Properties=species:S:1:pos:R:3:forces:R:3
Ru 0.000 0.000 0.000 0.9112 -2.9053 -2.5199
C -1.005 3.466 3.058 0.7002 -0.2600 0.3556
N -1.949 3.092 2.019 0.9695 -1.9102 -1.5700
C -3.210 3.809 1.942 -0.6335 -0.1726 -0.5925
C -1.580 2.066 1.162 -1.8413 2.8632 1.1967
C -2.538 1.652 0.071 -5.1787 2.5113 8.5360
O -0.496 1.486 1.267 0.5902 0.8607 1.6408
H -1.390 4.281 3.677 -0.0628 -0.2470 -0.2874
H -0.067 3.781 2.591 -0.0610 -0.0510 0.1964
H -0.808 2.595 3.691 0.1006 0.2168 -0.0011
H -3.281 4.574 2.719 0.1896 -0.2998 -0.1862
H -4.033 3.099 2.068 -0.0779 0.3061 0.0639
H -3.289 4.290 0.963 -0.1810 0.1153 0.1935
H -3.469 2.217 0.052 0.1096 0.4509 -0.2170
H -2.787 0.596 0.208 -0.7813 2.1287 1.1638
H -2.043 1.785 -0.896 -0.0896 10.6740 12.9407
C 0.286 4.334 -2.236 0.1784 0.2066 -0.0178
C -0.929 3.464 -2.319 0.3811 -1.3259 0.9856
C -2.052 3.851 -3.046 -0.0909 0.0153 0.0304
C -3.164 3.010 -3.097 -0.3800 -1.4478 0.5620
C -4.389 3.398 -3.871 -0.0466 0.1789 -0.1121
C -3.143 1.775 -2.413 -1.8071 1.2376 -2.9126
C -2.042 1.340 -1.671 -0.7469 -6.5878 -14.4345
C -0.945 2.227 -1.651 4.4944 2.9162 -3.7109
N -1.865 0.203 -0.969 4.7641 -8.1924 -2.7458
C -2.760 -0.940 -0.758 -0.4582 -2.2915 -0.2107
C -4.152 -0.957 -1.390 -0.2863 0.3951 -0.3402
C -2.008 -2.194 -1.263 0.0395 -0.4281 -0.0450
C -2.945 -1.086 0.771 -0.0491 -0.5789 0.4062
H 0.156 5.262 -2.802 -0.0106 -0.2301 0.1196
H 1.155 3.810 -2.647 -0.0700 0.1054 0.1364
H 0.487 4.603 -1.194 0.0987 -0.0473 -0.1480
H -2.062 4.801 -3.568 0.0163 -0.0759 0.0176
H -4.270 4.376 -4.350 0.0072 -0.2190 0.1224
H -5.254 3.456 -3.203 0.0465 -0.0859 -0.1720
H -4.587 2.663 -4.657 -0.0733 0.0843 0.1620
H -4.033 1.172 -2.492 0.1231 -0.0651 0.0962
H -0.063 1.928 -1.084 -0.0588 0.2304 -0.1604
H -4.105 -0.930 -2.484 -0.0019 0.0501 0.1729
H -4.778 -0.136 -1.025 -0.0302 -0.0343 -0.0901
H -4.684 -1.882 -1.133 0.3879 0.2016 0.0835
H -1.841 -2.145 -2.346 -0.0184 0.0843 0.2231
H -2.573 -3.110 -1.054 -0.1589 0.3092 -0.0068
H -1.026 -2.297 -0.785 -0.4870 0.0144 -0.1466
H -3.470 -0.218 1.189 -0.3115 -0.6741 0.3952
H -1.982 -1.166 1.289 -0.0556 -0.0490 -0.0289
H -3.528 -1.980 1.020 0.1593 0.2236 -0.2381
C 4.238 0.208 1.032 -0.3462 -0.3042 0.2368
C 2.955 0.491 0.590 -0.1983 0.2394 -0.1949
N 1.862 -0.202 0.967 1.0493 -0.8189 0.2881
C 2.068 -1.239 1.818 -0.4093 0.3556 -0.2938
C 3.313 -1.615 2.317 -0.0719 0.5704 -0.4509
C 4.414 -0.857 1.914 -0.0892 0.2730 -0.2205
C 3.488 -2.693 3.297 -0.3092 -0.8562 0.1981
C 3.085 -3.975 3.225 0.2918 0.5317 0.4329
C 2.410 -4.692 2.130 0.3693 0.6912 -0.2913
C 1.809 -5.912 2.375 -0.0722 -0.0713 -0.0396
C 1.213 -6.524 1.296 -0.3286 -0.2354 -0.8587
N 1.200 -6.000 0.059 0.2713 0.4668 0.4301
C 1.818 -4.818 -0.072 0.0318 -0.3775 0.8370
N 2.431 -4.138 0.906 -0.4578 -0.3159 -0.2933
H 5.081 0.802 0.699 -0.1595 -0.0411 0.0024
H 2.769 1.311 -0.097 0.1082 -0.0805 0.0498
H 1.166 -1.775 2.101 0.2035 -0.1019 0.0574
H 5.411 -1.093 2.276 -0.1602 -0.0371 -0.0006
H 4.015 -2.378 4.197 -0.0301 -0.1698 -0.1098
H 3.298 -4.598 4.092 -0.0244 0.1221 -0.0861
H 1.794 -6.370 3.354 0.0636 0.0540 0.0048
H 0.714 -7.483 1.400 0.0554 0.0567 0.0283
H 1.822 -4.369 -1.059 0.0365 -0.0340 0.0122
H 0.450 -1.348 -1.149 -0.0427 1.8818 1.3557
```
Forces are in eV/Å.

Results
**Total energy**: -40650.5750 eV
**LUMO level (alpha / beta)**: -6.66 / -8.51 eV
**Charge**: +2
**F_max**: 0.326 Eh/bohr
**Kohn-Sham gap (alpha / beta)**: 0.247 / 0.179 hartree
**Multiplicity**: 5
**⟨S²⟩**: 6.06

=====

# 3
This record from the OMol25 dataset describes a 5-piece molecular cluster, C27H38BF12O11S overall in a non-equilibrium geometry. The level of theory is ωB97M-V/def2-TZVPD.

Geometry as XYZ:
```
90
Properties=species:S:1:pos:R:3:forces:R:3
C -2.960 -0.470 2.265 -0.1738 -0.3893 0.3421
O -2.902 -1.227 1.029 0.4652 0.0628 0.1926
B -2.751 -0.574 -0.109 -0.4439 0.7572 0.0966
O -3.197 0.664 -0.426 1.1524 -1.3315 0.5068
S -1.844 -1.612 -1.453 -0.6552 -0.8046 -0.2053
C -0.814 -2.835 -0.583 0.4045 -0.0975 -0.3837
C 0.579 -2.716 -1.215 -0.2837 -0.5370 0.0109
C 1.476 -3.892 -0.866 -0.0003 0.3946 0.3657
O 1.076 -1.435 -0.951 0.2333 0.2797 0.1565
C 1.560 -1.208 0.382 0.5890 0.3819 -0.2950
C 3.068 -1.200 0.420 -0.0118 -0.3084 -0.1555
C 3.772 -0.633 -0.639 0.1842 -0.1652 0.5065
C 5.160 -0.648 -0.616 -0.5158 -0.0483 -0.0787
C 5.830 -1.227 0.453 0.0738 0.1323 -0.2021
C 5.132 -1.778 1.517 -0.1297 0.1767 -0.2099
C 3.744 -1.767 1.493 -0.1013 0.1459 -0.2529
H -2.158 -0.821 2.903 0.1802 -0.1638 0.0109
H -3.899 -0.692 2.749 -0.2566 0.0895 0.0283
H -2.838 0.594 2.111 -0.1528 0.1613 -0.2541
H -2.584 1.077 -1.056 -0.8194 0.6695 -0.4873
H -0.897 -0.795 -1.956 0.0211 0.0433 0.4320
H -0.822 -2.663 0.486 -0.1129 0.2123 0.1479
H -1.226 -3.813 -0.793 -0.3278 -0.1079 -0.0584
H 0.431 -2.753 -2.293 0.0761 0.0872 -0.2259
H 2.402 -3.796 -1.420 0.1523 -0.1293 -0.1267
H 1.726 -3.934 0.190 0.0108 0.0700 0.1863
H 0.973 -4.820 -1.108 -0.0071 -0.1941 -0.2305
H 1.160 -1.920 1.096 -0.1447 -0.1107 0.1087
H 1.229 -0.208 0.652 -0.3312 0.1031 0.1527
H 3.230 -0.196 -1.460 -0.0128 0.0614 -0.2186
H 5.682 -0.221 -1.456 0.2964 0.0302 -0.0140
H 6.907 -1.239 0.428 0.1980 -0.0589 0.1479
H 5.666 -2.205 2.347 0.0603 -0.1327 0.1593
H 3.156 -2.195 2.290 0.0788 -0.1421 0.2408
C 9.749 3.152 -4.657 -0.1460 -0.1690 -0.1592
C 9.786 2.303 -3.406 0.2725 0.4419 0.0486
O 8.801 1.248 -3.461 -0.0851 -0.1024 0.0838
C 9.151 0.167 -4.140 0.1028 0.2566 0.0934
O 10.182 -0.028 -4.706 0.0332 -0.1300 -0.0876
C 8.020 -0.874 -4.067 -0.1913 -0.1577 -0.1249
F 6.819 -0.311 -4.271 0.0047 0.0245 0.0288
F 8.000 -1.445 -2.853 0.0112 0.0136 0.0779
F 8.189 -1.825 -4.974 0.0514 -0.0004 0.0080
H 8.746 3.545 -4.823 0.0168 0.0677 0.0630
H 10.442 3.987 -4.563 0.0099 0.0057 0.0321
H 10.028 2.570 -5.534 0.0791 -0.0020 0.0290
H 9.524 2.895 -2.531 -0.1453 -0.0975 0.0239
H 10.773 1.877 -3.237 -0.0392 -0.1472 -0.0820
C -0.089 1.565 -1.596 0.0023 0.0612 -0.1079
C -0.680 2.725 -0.827 0.3138 -0.2810 0.3864
O -1.101 3.761 -1.722 -0.4254 0.0282 -0.1011
C -2.275 3.526 -2.287 0.4278 0.3116 0.0666
O -2.953 2.549 -2.120 0.0433 0.1100 -0.3510
C -2.685 4.707 -3.184 -0.0719 0.2099 -0.2006
F -1.657 5.113 -3.927 -0.0330 -0.0490 0.0480
F -3.090 5.723 -2.418 0.0127 -0.0488 0.0307
F -3.679 4.348 -3.984 0.0418 0.0085 -0.0197
H 0.744 1.892 -2.218 0.0355 -0.0262 0.0559
H 0.261 0.798 -0.911 0.1097 0.0235 0.0169
H -0.835 1.120 -2.262 0.0472 0.1497 -0.0970
H 0.055 3.167 -0.159 0.0168 0.1517 -0.1496
H -1.530 2.412 -0.221 0.0617 0.1941 0.0736
C -4.770 -2.168 7.622 0.1035 0.0552 -0.2782
C -3.531 -2.842 8.168 -0.3885 0.0418 0.3819
O -2.621 -3.203 7.104 0.1154 -0.0829 -0.0527
C -1.833 -2.243 6.659 -0.2039 -0.0575 0.2417
O -1.787 -1.108 7.027 0.0756 0.1213 -0.1110
C -0.901 -2.808 5.573 0.1375 -0.1050 -0.1556
F -1.568 -3.573 4.695 -0.0247 0.0490 -0.0253
F 0.062 -3.552 6.119 -0.0025 -0.0037 0.0368
F -0.323 -1.818 4.889 -0.0180 0.0595 -0.0442
H -5.252 -2.802 6.877 -0.0435 -0.0545 0.0776
H -5.477 -1.976 8.428 0.0044 -0.0187 0.0290
H -4.524 -1.219 7.146 0.0152 0.0348 0.0862
H -3.785 -3.779 8.656 0.0960 -0.0944 -0.1269
H -3.017 -2.215 8.894 0.1146 0.0680 -0.1235
C -6.157 2.830 -2.622 -0.2585 0.0038 -0.0310
C -6.135 1.696 -1.619 0.4455 0.1061 -0.3959
O -7.128 1.884 -0.595 -0.0811 -0.0816 0.1643
C -8.362 1.508 -0.909 0.2814 0.0093 -0.0738
O -8.720 1.030 -1.942 -0.1413 -0.0515 -0.0468
C -9.291 1.730 0.297 -0.1148 0.0854 0.0180
F -9.076 2.922 0.859 -0.0155 0.0011 0.0300
F -9.059 0.784 1.220 0.0262 -0.0284 0.0363
F -10.560 1.657 -0.072 -0.0288 -0.0212 0.0020
H -6.040 3.787 -2.114 0.0932 0.0169 0.0200
H -5.347 2.714 -3.343 -0.0742 -0.0496 0.0951
H -7.100 2.856 -3.165 -0.0048 -0.0538 -0.0209
H -5.182 1.670 -1.101 -0.1622 0.0572 0.1529
H -6.279 0.731 -2.107 -0.1986 0.0086 0.0338
```
Forces are in eV/Å.

Results
**Total energy**: -95256.3077 eV
**LUMO level**: -2.76 eV
**Charge**: +1
**F_max**: 0.036 Eh/bohr
**Kohn-Sham gap**: 0.330 hartree

=====

Question: The highest F_max belongs to which entry?
Answer: C27H37N5ORu

=====

Question: What is the charge in the second record?
Answer: +2

=====

Question: Among the records above, which one has the lowest F_max?
Answer: C27H38BF12O11S

=====

Question: total energy of number 1 (C27H37FNO11Pb)?
Answer: -60567.7728 eV